117
Properties=species:S:1:pos:R:3 method="wB97M-V/def2-TZVPD" gap_ha=0.06592 homo_energy_ev=-13.9649 charge=+3 e_tot_ev=-355450.723 fmax_ev_per_a=14.2
O 4.1137 -3.2105 1.9602
P 2.6159 -3.6068 1.5460
N 1.4608 -2.2735 1.4680
C 0.0478 -2.8530 1.4244
Br -0.0799 -4.7700 0.8800
C -0.9901 -2.0474 0.4324
C -1.6514 -0.6850 1.1440
C -3.2592 -0.9237 1.4099
C -4.2040 -0.4261 0.1452
S -5.3768 0.9563 0.7437
C -5.0088 2.5603 -0.2042
S -3.8581 3.6156 0.4826
N -5.7474 2.7668 -1.5088
C -5.6686 4.2002 -2.0018
C -4.3073 4.5404 -2.8640
O -3.9188 3.4456 -3.8096
C -3.7901 2.1760 -3.0615
C -5.3243 1.7727 -2.5773
O -0.4899 -1.8111 -0.9270
C 0.9799 -1.6738 -0.9790
O 1.4826 -2.9883 -1.5030
C 1.2466 -0.6211 -2.2528
O 2.5800 -0.7616 -2.8559
C 2.5462 -1.4784 -4.1398
C 3.3463 -2.9444 -4.1775
C 3.4076 -3.9163 -5.5082
C 2.6510 -3.4363 -6.8820
C 1.8936 -1.9648 -6.8709
C 1.8310 -0.9780 -5.5271
C 1.6848 -1.2105 0.4221
C 3.2228 -0.6462 0.2878
C 3.2976 0.9968 -0.0226
C 4.8256 1.4620 -0.5203
F 5.7324 1.0920 0.5837
F 5.1272 0.5467 -1.6839
C 4.7565 3.0394 -0.9112
F 4.0628 3.1078 -2.2521
F 3.7979 3.7341 0.0289
C 6.1466 3.8874 -0.8365
F 6.7780 3.8190 0.5375
F 5.7442 5.3421 -0.9436
C 7.3258 3.4505 -1.8754
F 8.5718 4.1617 -1.3958
F 7.6844 1.9870 -1.7613
C 7.1399 3.8553 -3.4342
F 5.9858 4.7040 -3.7798
F 8.3645 4.6336 -3.8585
C 7.0922 2.5637 -4.4896
F 8.4044 1.8607 -4.6055
F 5.9333 1.6676 -4.2751
F 6.8690 3.1979 -5.8434
H 2.1929 -4.4654 2.6649
H 2.7667 -4.3672 0.3030
H 1.5136 -1.7708 2.4061
H -0.4120 -2.7721 2.5171
H -1.9276 -2.7779 0.3063
H -1.0468 -0.3980 2.1258
H -1.5626 0.1745 0.3244
H -3.5842 -0.3147 2.3583
H -3.5104 -2.0599 1.6461
H -4.8723 -1.3060 -0.3004
H -3.5954 0.0490 -0.7402
H -5.8057 5.0033 -1.1413
H -6.5896 4.3553 -2.7429
H -3.3836 4.8460 -2.2016
H -4.5534 5.4681 -3.5458
H -3.0419 2.3321 -2.1702
H -3.3556 1.3112 -3.7408
H -6.0412 1.8902 -3.5189
H -5.4094 0.6425 -2.2427
H 0.8753 -3.2715 -2.2741
H 0.9268 0.4813 -2.0038
H 0.4752 -0.9879 -3.0880
H 3.9082 -3.3224 -3.2007
H 4.0004 -4.9346 -5.4131
H 2.6790 -4.1567 -7.8248
H 1.3464 -1.6220 -7.8711
H 1.2644 0.0449 -5.5761
H 1.0749 -0.2521 0.7966
H 3.6903 -0.7255 1.3842
H 3.7910 -1.2884 -0.5070
H 3.0817 1.4988 1.0391
H 2.4493 1.3731 -0.7299
Br 1.3104 1.2619 -3.3441
Cs -1.6896 1.2690 -0.6691
N 5.2103 3.7113 3.2732
O 6.3364 4.2143 3.4222
O 5.0465 2.4925 3.4476
O 4.2482 4.4273 2.9498
K 5.2104 5.7709 1.5002
C -0.3069 -1.9099 5.0272
S -2.0990 -2.0458 5.2330
O -2.7408 -1.3267 4.0831
C -2.2042 -0.9626 6.6782
H -0.0141 -2.4858 4.1461
H -0.0244 -0.8638 4.8861
H 0.1941 -2.3184 5.9080
H -1.8052 0.0252 6.4354
H -1.6418 -1.4016 7.5056
H -3.2541 -0.8682 6.9656
N -6.7550 -4.2449 7.8209
S -5.5189 -3.6986 7.0206
O -4.3618 -4.5776 6.8895
O -5.2311 -2.2716 7.1074
F -6.1092 -3.7792 5.5325
S -6.4463 -4.3485 9.3589
O -7.4237 -5.1407 10.1039
O -5.9975 -3.1479 10.0544
F -5.1633 -5.2929 9.4333
Be -6.1237 -0.7916 2.6009
Cl -1.3237 0.7602 8.0827
B -4.9237 0.7818 -6.5308
F -5.1919 -0.3840 -7.3569
F -3.6624 0.6000 -5.8308
F -4.8446 1.9645 -7.3727
F -5.9958 0.9469 -5.5628
Al -9.1237 -4.9596 10.8046



108
Properties=species:S:1:pos:R:3 method="wB97M-V/def2-TZVPD" gap_ha=0.38671 de_lowest_kj_mol=228.1 homo_energy_ev=-10.0905 e_tot_ev=-80543.964 fmax_ev_per_a=10.1
C 4.6120 -5.1168 0.0336
O 3.9211 -3.8766 -0.2117
C 3.4660 -3.5298 -1.4772
O 3.7789 -4.2819 -2.5951
O 2.6522 -2.4363 -1.4564
C 1.9570 -2.0470 -2.7220
H 5.5084 -4.9539 -0.5895
H 4.2718 -5.9992 -0.3303
H 4.9392 -5.1655 1.0488
H 1.0737 -1.4675 -2.3974
H 1.7083 -2.9176 -3.3841
H 2.3912 -1.2106 -3.2035
C 1.3928 5.7222 0.6434
O 1.0531 5.0227 -0.5701
C 1.8418 5.1156 -1.6739
O 3.1487 5.6391 -1.6528
O 1.2208 4.5939 -2.7803
C 1.9827 4.4731 -3.9102
H 1.1282 6.7556 0.5437
H 2.5074 5.5738 0.9086
H 0.7065 5.3949 1.3906
H 2.8505 5.1087 -3.8813
H 1.4451 4.7213 -4.8040
H 2.2323 3.4331 -4.0905
C -0.1495 -1.5109 4.5291
O -0.7967 -1.6294 3.3169
C -0.0689 -1.8844 2.2718
O 1.3193 -1.5427 2.1068
O -0.8153 -2.4040 1.2883
C -0.1349 -2.6904 0.0876
H -0.8033 -1.0543 5.2375
H 0.8443 -1.0074 4.3989
H 0.2290 -2.4619 4.9648
H 0.6219 -3.4388 0.1300
H 0.3315 -1.8142 -0.0882
H -0.9401 -2.8489 -0.5831
C -3.4625 0.1380 -0.2289
O -3.0038 0.9306 -1.3561
C -1.6735 0.8483 -1.7614
O -0.8192 -0.2373 -1.4637
O -1.3369 1.6799 -2.7059
C -0.0224 1.7829 -3.1964
H -3.7256 -0.8573 -0.6199
H -4.3157 0.5412 0.1794
H -2.6596 0.1002 0.3798
H -0.0583 2.6082 -3.9098
H 0.4177 0.8674 -3.5753
H 0.4347 2.2066 -2.3161
C -3.4794 -6.1973 -1.2012
O -3.1303 -5.8327 0.1155
C -3.4181 -4.6424 0.5861
O -3.8690 -3.5879 -0.2005
O -3.4361 -4.5300 1.9213
C -3.8935 -3.3369 2.5378
H -3.5781 -7.2699 -1.1587
H -2.7005 -5.7901 -1.8367
H -4.3268 -5.7383 -1.5494
H -3.0945 -2.5718 2.4822
H -4.1884 -3.5947 3.5793
H -4.7346 -2.9463 1.9629
C -3.0358 0.5385 3.7960
O -3.2890 -0.5240 4.8091
C -4.5202 -1.0002 5.0885
O -5.6481 -0.7048 4.2593
O -4.7019 -1.6229 6.1982
C -6.0165 -1.8661 6.6277
H -2.5523 1.3904 4.3278
H -3.9772 1.0701 3.4521
H -2.5071 0.1785 2.9504
H -6.7292 -1.2614 6.1575
H -6.1821 -1.5874 7.6958
H -6.1718 -2.9394 6.6907
C 0.1769 1.4772 1.6643
O -0.2439 1.7974 2.9033
C 0.1056 2.9022 3.5031
O 1.1679 3.7549 3.0714
O -0.4898 3.0871 4.6525
C -0.2374 4.2239 5.4721
H 1.1798 1.1169 1.7752
H 0.0869 2.2970 0.9254
H -0.3111 0.6259 1.3233
H 0.6105 4.0844 6.2099
H -1.1553 4.4241 6.0564
H -0.0519 5.1357 4.9299
C 2.3146 3.0849 -6.9418
O 1.1666 2.4080 -6.5627
C 1.1576 1.1662 -6.6377
O 2.1999 0.3849 -7.2934
O 0.0255 0.6160 -6.0831
C -0.0550 -0.8219 -6.0863
H 2.6289 2.7631 -7.9320
H 3.2310 2.8501 -6.3588
H 2.1316 4.1082 -6.8876
H 0.8159 -1.3319 -5.6616
H -0.0063 -1.2323 -7.1089
H -0.9759 -1.0255 -5.6628
C 3.0828 2.0879 -0.9229
C 3.9635 0.8389 -0.9015
C 3.6310 -0.1016 0.2355
C 3.8217 0.4880 1.5669
N 3.8130 0.9049 2.6121
H 3.3379 2.6640 -1.7754
H 3.1991 2.7487 -0.0310
H 2.0721 1.8396 -0.9673
H 4.9593 1.2279 -0.7946
H 3.9149 0.3605 -1.8701
H 4.1614 -1.0311 0.2330
H 2.5497 -0.4293 0.1290



93
Properties=species:S:1:pos:R:3 method="wB97M-V/def2-TZVPD" gap_ha="0.07190 / 0.31456" homo_energy_ev="1.9800 / -4.6273" charge=-2 multiplicity=2 e_tot_ev=-74628.066 fmax_ev_per_a=8.9
O -20.4717 11.8688 11.1402
C -21.0309 12.2724 10.0629
O -21.7720 13.2557 10.1278
O -20.8307 11.7914 8.9728
H -20.6036 12.6796 11.6371
C -16.4068 13.7730 11.8916
O -16.5810 14.9361 12.2165
N -17.3284 12.9890 11.3553
N -15.2850 13.1905 12.0692
H -18.3020 13.2460 11.4344
H -16.9875 12.1229 10.9633
H -14.9819 12.3119 11.6739
H -14.5138 13.7950 12.3140
C -24.7992 12.0104 7.5104
O -25.9840 11.9685 7.7242
N -24.3158 12.7901 6.5360
N -23.8724 11.2627 8.0447
H -23.3106 12.8654 6.5998
H -24.8764 13.4059 5.9646
H -22.9193 11.1131 7.7460
H -24.4059 10.5676 8.5471
C -19.1318 16.8256 10.0967
O -17.9371 17.0853 10.0093
N -20.1556 17.6043 10.3517
N -19.7107 15.6645 9.8016
H -20.0358 18.5594 10.6576
H -21.1167 17.2964 10.3108
H -19.1657 15.0292 9.2363
H -20.7026 15.5731 9.9684
C -21.6760 14.6138 6.5912
O -21.7324 15.1556 5.5268
N -21.2651 13.3791 6.6896
N -22.0579 15.0575 7.7295
H -21.0562 12.9496 5.7996
H -21.1458 12.9112 7.5767
H -21.9340 14.5692 8.6049
H -22.5084 15.9612 7.7078
C -19.9238 8.4849 11.8550
O -21.1186 8.4728 11.6318
N -19.1215 7.4601 12.0767
N -19.2616 9.5478 11.8557
H -18.2438 7.7582 12.4779
H -19.5532 6.5729 12.2923
H -19.6651 10.3886 11.4680
H -18.4151 9.5393 12.4067
C -19.6329 13.9016 14.1833
O -20.3988 13.6150 13.3729
N -18.9363 13.0336 14.8876
N -19.3112 15.1422 14.3912
H -18.4007 13.4697 15.6246
H -18.9735 12.0253 14.9345
H -18.5516 15.1663 15.0565
H -19.5673 15.9781 13.8854
C -21.3917 9.9515 14.9510
O -20.4813 10.1958 15.7064
N -22.1696 8.8968 14.9941
N -21.6154 10.6159 13.8855
H -21.7202 8.1302 15.4741
H -22.7986 8.6131 14.2566
H -21.1106 11.4877 13.8140
H -22.1400 10.1797 13.1408
C -18.0346 10.1067 7.7520
O -17.1242 9.4375 7.2942
N -18.4185 11.2370 7.3197
N -18.6481 9.8587 8.8980
H -19.1125 11.5993 7.9579
H -18.0402 11.6994 6.5054
H -18.5452 8.9722 9.3709
H -19.5486 10.2860 8.7352
C -24.0412 10.0437 11.6914
O -24.9116 10.8711 11.9417
N -23.2082 9.9586 10.7714
N -24.0642 8.9076 12.3180
H -23.2357 10.4618 9.8961
H -22.6299 9.1518 10.9576
H -23.2959 8.3169 12.0337
H -24.7932 8.6808 12.9792
C -24.0905 13.7972 13.3020
O -23.9691 14.7563 14.0417
N -23.2015 13.3182 12.5568
N -25.2231 13.2847 12.9566
H -23.3404 12.9604 11.6226
H -22.2910 13.7554 12.5650
H -25.2727 12.5707 12.2440
H -25.9038 14.0157 13.1063
C -24.0387 16.4099 9.9502
O -22.9409 16.8914 10.0672
N -25.1416 16.9811 9.6163
N -24.1658 15.1494 10.1260
H -25.1413 17.9738 9.4300
H -26.0219 16.5115 9.4589
H -23.3066 14.6519 10.3115
H -25.0147 14.6203 9.9865